78
Properties=species:S:1:pos:R:3 method="wB97M-V/def2-TZVPD" gap_ev="4.6 / 5.5" e_tot_ha=-3504.80543 charge=-1 spin_multiplicity=5 lumo_energy_ev="2.20 / 0.88" homo_energy_ev="-2.346 / -4.650" s_squared=6.16
Fe 0.788 0.222 0.277
C -5.682 0.532 1.164
C -5.957 0.391 -0.269
C -5.121 0.249 -1.368
C -3.735 0.422 -1.263
C -2.449 0.183 -1.781
N -1.764 0.662 -0.478
C -1.921 -0.139 1.705
N -1.524 0.131 2.908
C -0.223 0.399 3.130
C 0.240 0.836 4.426
C -0.416 1.017 5.639
C 0.327 1.496 6.707
C 1.690 1.787 6.570
C 2.339 1.597 5.356
C 1.597 1.116 4.295
C 1.964 0.805 2.903
N 3.198 0.872 2.499
C 3.544 0.598 1.219
N 2.712 0.525 0.139
C 3.454 0.237 -0.976
N 3.033 0.097 -2.229
C 1.771 0.080 -2.635
N 0.594 0.084 -1.951
C -0.435 -0.075 -2.938
N -1.758 -0.085 -2.842
C 0.160 -0.175 -4.249
C -0.391 -0.316 -5.522
C 0.476 -0.320 -6.600
C 1.862 -0.185 -6.424
C 2.401 -0.049 -5.153
C 1.529 -0.047 -4.076
C 4.839 0.136 -0.591
C 5.995 -0.142 -1.316
C 7.196 -0.181 -0.634
C 7.251 0.054 0.756
C 6.108 0.332 1.479
C 4.894 0.373 0.793
N 0.842 0.394 2.226
C -3.343 -0.223 1.182
C -4.566 0.283 1.893
H -6.554 0.840 1.735
H -7.018 0.376 -0.498
H -5.573 0.019 -2.326
H -1.471 0.793 5.730
H -0.150 1.648 7.668
H 2.240 2.164 7.424
H 3.393 1.815 5.234
H -1.461 -0.418 -5.652
H 0.081 -0.429 -7.604
H 2.511 -0.188 -7.291
H 3.467 0.050 -4.989
H 5.940 -0.325 -2.382
H 8.111 -0.399 -1.171
H 8.208 0.011 1.262
H 6.145 0.512 2.546
H -4.538 0.464 2.961
C -3.033 -4.947 -0.431
O -3.661 -3.694 -0.257
C -2.912 -2.599 0.147
C -3.674 -1.620 0.664
C -3.185 0.827 0.040
C -1.058 -0.232 0.495
C -1.044 1.929 -0.607
C -1.662 3.011 -1.417
O 0.009 2.059 -0.041
C -0.640 -1.645 0.145
O 0.671 -1.679 0.180
C -1.474 -2.679 -0.052
H -3.837 -5.664 -0.582
H -2.457 -5.244 0.449
H -2.380 -4.963 -1.307
H -4.731 -1.852 0.677
H -3.382 1.837 0.402
H -2.507 2.654 -2.000
H -0.890 3.415 -2.068
H -1.989 3.805 -0.745
H -1.017 -3.623 -0.310

77
Properties=species:S:1:pos:R:3 method="wB97M-V/def2-TZVPD" gap_ev=5.7 e_tot_ha=-2573.82473 charge=+2 lumo_energy_ev=-7.42 homo_energy_ev=-13.119
Ta -0.123 -0.263 -0.280
C 1.235 1.708 3.653
C 1.226 1.071 2.425
N 0.119 0.998 1.615
C -1.037 1.610 2.043
C -1.089 2.289 3.291
C 0.065 2.296 4.061
C -2.340 2.886 3.698
C -3.465 2.734 2.913
C -3.457 2.054 1.700
C -2.242 1.454 1.268
N -2.039 0.601 0.113
C -3.071 -0.200 -0.370
C -4.190 -0.667 0.286
C -5.035 -1.587 -0.392
C -4.880 -1.825 -1.751
C -3.729 -1.352 -2.489
C -3.357 -1.772 -3.807
C -2.121 -1.386 -4.349
C -1.213 -0.721 -3.492
N -1.516 -0.421 -2.211
C -2.810 -0.605 -1.722
H 2.156 1.834 4.248
H 2.126 0.546 2.032
H -0.039 2.824 4.986
H -2.384 3.363 4.701
H -4.418 3.091 3.333
H -4.394 1.899 1.149
H -4.433 -0.270 1.305
H -5.921 -2.003 0.128
H -5.618 -2.444 -2.293
H -4.099 -2.358 -4.403
H -1.779 -1.703 -5.358
H -0.163 -0.483 -3.818
N 9.145 4.339 -1.035
C 8.072 3.963 -0.855
C 6.774 3.413 -0.858
C 5.682 3.945 -0.147
C 4.462 3.304 -0.206
C 4.254 2.106 -0.945
C 5.380 1.609 -1.665
C 6.594 2.256 -1.649
C 3.005 1.311 -0.932
C 3.013 -0.075 -0.615
C 4.120 -0.936 -0.371
C 3.661 -2.256 -0.352
C 2.283 -2.175 -0.515
N 1.844 -0.896 -0.694
C 1.777 1.995 -1.293
C 1.661 3.360 -1.671
C 0.251 3.618 -1.911
C -0.399 2.423 -1.722
N 0.541 1.389 -1.418
H 5.789 4.804 0.511
H 3.621 3.722 0.349
H 5.276 0.671 -2.149
H 7.378 1.897 -2.288
H 5.136 -0.550 -0.373
H 4.249 -3.144 -0.260
H 1.636 -3.072 -0.520
H 2.518 3.996 -1.903
H -0.190 4.581 -2.145
H -1.417 2.119 -1.664
Cl -4.804 -6.753 2.110
C -3.481 -5.724 1.649
C -2.832 -5.003 2.687
C -1.926 -3.978 2.306
C -1.638 -3.747 0.996
C -2.160 -4.577 -0.010
C -3.118 -5.500 0.313
C -0.861 -2.555 0.691
O -0.360 -2.447 -0.518
O -0.724 -1.540 1.490
H -3.110 -5.265 3.726
H -1.583 -3.350 3.111
H -1.746 -4.421 -1.001
H -3.737 -6.055 -0.466

86
Properties=species:S:1:pos:R:3 method="wB97M-V/def2-TZVPD" gap_ev="6.1 / 6.2" e_tot_ha=-9446.12590 charge=+1 spin_multiplicity=2 lumo_energy_ev="-3.67 / -3.56" homo_energy_ev="-9.795 / -9.807" s_squared=1.05
Fe 0.228 0.281 0.089
C -0.625 1.082 3.207
O -0.471 0.119 2.163
C -0.765 -1.189 2.452
C -1.509 -1.632 3.529
C -1.785 -2.987 3.656
C -1.282 -3.898 2.736
C -0.519 -3.466 1.668
C -0.284 -2.100 1.489
N 0.388 -1.551 0.411
N 0.868 -2.336 -0.463
C 1.711 -2.061 -1.441
C 2.219 -0.717 -1.679
O 1.888 0.225 -0.896
C 3.096 -0.523 -2.777
C 3.473 -1.548 -3.585
C 2.963 -2.869 -3.417
C 3.303 -3.920 -4.288
C 2.775 -5.176 -4.120
C 1.905 -5.434 -3.055
C 1.580 -4.431 -2.171
C 2.085 -3.131 -2.340
H -0.114 0.746 4.109
H -0.149 1.988 2.846
H -1.683 1.268 3.410
H -1.889 -0.936 4.264
H -2.385 -3.327 4.488
H -1.492 -4.951 2.861
H -0.105 -4.161 0.952
H 3.485 0.475 -2.934
H 4.173 -1.358 -4.388
H 3.995 -3.720 -5.097
H 3.030 -5.969 -4.809
H 1.501 -6.428 -2.918
H 0.935 -4.625 -1.327
Br -6.522 0.912 0.124
C -4.658 0.655 0.247
C -4.145 -0.629 0.382
C -2.777 -0.782 0.318
N -1.917 0.228 0.172
C -2.420 1.484 0.125
C -3.794 1.722 0.141
C -1.430 2.540 -0.030
C -1.724 3.903 0.018
C -0.709 4.811 -0.195
Br -1.055 6.660 -0.072
C 0.575 4.363 -0.488
C 0.794 3.002 -0.484
N -0.170 2.116 -0.239
H -4.794 -1.482 0.503
H -2.361 -1.777 0.354
H -4.172 2.730 0.054
H -2.722 4.245 0.247
H 1.377 5.058 -0.686
H 1.771 2.589 -0.684
O -0.367 -0.145 -1.875
S -1.561 0.047 -2.787
C -2.537 -1.470 -2.698
C -1.941 -2.668 -2.345
C -2.714 -3.818 -2.294
C -4.069 -3.759 -2.596
C -4.655 -2.550 -2.945
C -3.888 -1.396 -2.996
C -0.960 -0.327 -4.446
C -1.630 0.221 -5.529
C -1.190 -0.076 -6.809
C -0.092 -0.905 -6.994
C 0.563 -1.452 -5.899
C 0.126 -1.164 -4.617
H -0.889 -2.696 -2.092
H -2.257 -4.755 -2.006
H -4.670 -4.657 -2.548
H -5.710 -2.502 -3.176
H -4.335 -0.442 -3.251
H -2.486 0.867 -5.373
H -1.707 0.343 -7.661
H 0.258 -1.117 -7.994
H 1.415 -2.106 -6.032
H 0.621 -1.580 -3.752
Cl 2.960 1.439 4.252
C 3.511 1.306 2.565
C 2.478 0.456 1.804
O 2.610 -0.754 1.791
O 1.535 1.179 1.287
H 4.475 0.809 2.568
H 3.566 2.308 2.149